ORCA calculation (wB97M-V/def2-TZVPD) on 5 unconnected molecules or ions with the total composition C17H30ClN2O17PS4 at a distorted geometry.

* SMILES: CC[C@@H](C)[C@](C#N)([C@@H](C)C#N)P(O)Cl.O=S1(=O)OCCO1.O=S1(=O)OCCO1.O=S1(=O)OCCO1.O=S1(=O)OCCO1
* net charge: 0
* HOMO: -9.4 eV
* electronic energy: -4448.57661 Eh

Positions of all 72 atoms, in Å:
C 2.196 1.609 3.974
C 0.758 1.034 4.067
C -0.318 1.872 3.333
C -1.256 0.974 2.508
C -1.060 2.896 4.253
C -2.297 3.290 3.564
N -3.223 3.629 2.974
C -0.134 4.109 4.509
C 0.008 5.070 3.306
C -0.465 4.878 5.720
N -0.698 5.419 6.705
P -1.614 2.102 5.905
O -2.354 0.729 5.417
Cl -3.218 3.262 6.472
H 2.212 2.624 3.574
H 2.859 0.972 3.393
H 2.620 1.675 4.979
H 0.522 0.818 5.109
H 0.790 0.068 3.565
H 0.212 2.469 2.584
H -1.635 1.514 1.638
H -0.711 0.123 2.115
H -2.115 0.617 3.070
H 0.857 3.700 4.717
H 0.036 6.102 3.650
H 0.930 4.858 2.766
H -0.813 4.995 2.593
H -3.152 0.968 4.917
O -1.635 -1.454 0.250
S -1.432 -2.285 1.384
O -0.331 -2.109 2.258
O -1.469 -3.804 0.892
C -2.483 -4.532 1.598
C -3.531 -3.492 1.931
O -2.770 -2.320 2.259
H -2.037 -4.957 2.499
H -2.870 -5.332 0.973
H -4.158 -3.777 2.771
H -4.159 -3.264 1.067
O -0.233 2.480 -4.603
S -1.387 1.696 -4.346
O -2.452 1.611 -5.279
O -1.960 2.143 -2.916
C -2.031 1.014 -2.037
C -0.927 0.096 -2.512
O -0.949 0.210 -3.944
H -3.012 0.549 -2.152
H -1.899 1.331 -1.006
H -1.093 -0.935 -2.213
H 0.055 0.422 -2.160
O 1.873 -4.327 -0.055
S 1.986 -3.319 -1.046
O 2.459 -2.017 -0.747
O 0.579 -3.204 -1.797
C 0.745 -3.422 -3.206
C 1.934 -4.355 -3.305
O 2.830 -3.895 -2.281
H 0.942 -2.460 -3.679
H -0.159 -3.853 -3.627
H 2.422 -4.315 -4.275
H 1.655 -5.386 -3.079
O 1.362 1.029 -6.741
S 1.922 0.021 -5.924
O 1.214 -0.544 -4.830
O 3.365 0.510 -5.430
C 4.374 -0.424 -5.827
C 3.836 -1.046 -7.100
O 2.430 -1.187 -6.857
H 4.488 -1.167 -5.034
H 5.318 0.091 -5.979
H 4.278 -2.016 -7.314
H 3.973 -0.386 -7.958

Force components x, y, z for each atom (eV/Å):
-0.285 0.099 0.776
0.548 -0.043 -0.490
0.109 -0.476 -0.003
-0.139 0.388 -0.258
-1.117 -0.208 -0.389
0.421 0.514 -0.193
-0.119 -0.156 0.115
0.133 0.438 0.050
0.111 -0.033 -0.166
-0.197 -0.340 0.094
0.071 0.170 -0.079
0.918 -0.461 0.782
-0.288 0.799 -0.144
0.033 -0.117 -0.335
0.091 -0.094 -0.217
-0.053 0.089 -0.161
0.141 0.021 -0.076
-0.180 0.105 -0.019
-0.165 -0.076 0.141
0.031 0.126 0.134
-0.128 0.099 0.124
0.104 0.155 0.182
0.086 -0.167 -0.011
-0.079 -0.106 0.096
0.105 -0.006 -0.017
-0.005 0.050 -0.005
-0.095 -0.096 0.141
-0.049 -0.371 -0.045
0.176 0.167 -0.048
-0.173 -0.701 0.042
0.044 0.189 -0.083
-0.267 0.194 -0.136
0.043 -0.173 0.396
-0.245 -0.050 -0.376
0.213 -0.106 0.114
-0.024 0.003 0.005
0.124 0.082 -0.174
0.114 0.171 0.139
-0.007 -0.037 0.005
-0.036 0.111 -0.116
0.045 -0.188 0.342
0.080 0.017 -0.135
0.208 -0.040 -0.069
-0.291 -0.318 0.013
0.403 -0.010 0.258
-1.091 0.481 0.283
0.015 -0.023 0.032
0.054 0.181 -0.073
0.003 -0.028 -0.192
-0.032 -0.016 0.048
0.012 0.126 0.184
-0.175 -0.079 -0.292
0.151 -0.059 0.159
0.056 -0.296 0.137
0.121 0.314 -0.414
-0.256 -0.346 0.078
-0.081 0.310 -0.088
0.027 -0.022 -0.072
-0.088 -0.033 0.221
0.169 0.129 0.094
-0.003 0.004 -0.024
-0.137 0.038 0.075
0.337 -0.096 -0.113
0.524 -0.149 -0.364
-0.114 0.031 -0.244
0.101 -0.363 0.188
0.145 0.305 -0.277
0.086 -0.104 0.371
0.018 -0.007 -0.020
-0.102 0.188 0.032
-0.195 -0.096 0.049
0.042 -0.002 0.015